[1]
Here is a structure of composition H8NaO4 from OMol25. Energies are from the ωB97M-V functional and the def2-TZVPD basis.

Last column: Löwdin charge in e.
Element x y z (Å)
Na -0.2628 -0.3364 0.5540  0.598
O 0.2094 1.7883 1.8842  -0.023
H -0.4188 2.3675 2.3157  0.062
H 1.0328 1.9388 2.3485  0.064
O -0.2843 1.1938 -1.2399  -0.036
H -0.4928 0.9287 -2.1357  0.065
H -0.8793 1.9218 -1.0604  0.065
O 2.0787 -1.2574 0.2119  -0.025
H 2.2378 -2.1672 -0.0393  0.060
H 2.8474 -0.7830 -0.1049  0.063
O -1.7975 -1.5961 -0.7394  -0.030
H -2.4341 -2.1787 -0.3253  0.068
H -1.8364 -1.8201 -1.6692  0.069

Calculated values
highest occupied orbital energy	-15.848	eV
net charge	+1
energy relative to the best compared isomer or geometry (same formula, charge and spin)	1.2	kcal/mol
orbital gap	12.448	eV
E_tot	-467.9179	Eh
LUMO energy	-3.40	eV

***

[2]
Here is a structure of composition H8NaO5 from OMol25. Energies are from the ωB97M-V functional and the def2-TZVPD basis.

Last column: Löwdin charge in e.
Element x y z (Å)
Na 0.0470 -0.1474 -0.5200  0.373
O 0.0215 -1.4001 -2.6694  -0.581
H -0.1749 -2.1387 -2.0607  -0.199
O 0.6178 1.8582 -1.7817  -0.583
H 1.3007 2.2111 -2.3847  -0.174
O 1.9699 -0.9069 0.9583  -0.030
H 2.5091 -1.3143 1.6361  0.040
H 2.6002 -0.5330 0.3425  0.060
O -0.2497 0.6997 2.1463  -0.033
H 0.5814 0.6094 2.6124  0.027
H -0.8977 0.8416 2.8364  0.035
O -2.4742 -0.0468 -0.1537  -0.035
H -3.1326 -0.5859 -0.5921  0.046
H -2.7184 0.8532 -0.3697  0.052

Calculated values
highest occupied orbital energy	-2.383	eV
net charge	-1
energy relative to the best compared isomer or geometry (same formula, charge and spin)	40.1	kcal/mol
orbital gap	4.532	eV
E_tot	-543.2790	Eh
LUMO energy	2.15	eV

***

[3]
Here is a cluster of 4 separate species, H8O4 in total from OMol25. Energies are from the ωB97M-V functional and the def2-TZVPD basis.

Last column: Löwdin charge in e.
Element x y z (Å)
O -1.3048 1.5737 -0.6044  -0.070
H -0.3909 1.4353 -0.9541  0.025
H -1.2088 2.3023 0.0162  0.059
O -1.2686 -0.9135 0.5093  -0.082
H -1.3599 0.0088 0.1528  0.013
H -1.9906 -1.3827 0.0740  0.058
O 1.2466 0.6475 -0.9113  -0.074
H 2.0262 0.6460 -1.4713  0.052
H 1.2705 -0.1553 -0.3321  0.015
O 1.3080 -1.3953 0.9508  -0.072
H 1.2817 -1.1271 1.8687  0.053
H 0.3905 -1.6398 0.7016  0.023

Calculated values
highest occupied orbital energy	-11.301	eV
energy relative to the best compared isomer or geometry (same formula, charge and spin)	4.7	kcal/mol
orbital gap	12.158	eV
E_tot	-305.7717	Eh
SMILES	O.O.O.O
LUMO energy	0.86	eV

***

[4]
Here is a cluster of 4 separate species, H8O4 in total from OMol25. Energies are from the ωB97M-V functional and the def2-TZVPD basis.

Last column: Löwdin charge in e.
Element x y z (Å)
O -2.9726 0.0830 0.8676  -0.052
H -2.0751 0.2914 1.0382  -0.041
H -3.1634 0.4567 0.0088  0.023
O -0.1395 -0.0536 1.1515  -0.092
H 0.6147 0.4937 0.8801  0.010
H 0.2378 -0.9406 0.9195  0.023
O 0.8774 -1.9163 -0.4503  -0.045
H 1.7040 -1.4634 -0.6865  0.063
H 0.1435 -1.6673 -1.0153  0.060
O 1.3311 1.7649 -0.6763  -0.029
H 2.2739 1.7353 -0.5894  0.036
H 1.1683 1.2162 -1.4481  0.044

Calculated values
highest occupied orbital energy	-10.614	eV
energy relative to the best compared isomer or geometry (same formula, charge and spin)	22.7	kcal/mol
orbital gap	10.526	eV
E_tot	-305.7430	Eh
SMILES	O.O.O.O
LUMO energy	-0.09	eV

***

[5]
Here is a cluster of 4 separate species, H8O4 in total from OMol25. Energies are from the ωB97M-V functional and the def2-TZVPD basis.

Last column: Löwdin charge in e.
Element x y z (Å)
O -0.3000 0.7242 -3.0076  -0.047
H -0.1640 -0.2229 -3.1309  0.056
H -0.7588 1.0318 -3.7948  0.052
O 1.0470 0.1216 3.7352  -0.057
H 0.6443 0.4806 2.9389  0.020
H 0.3119 -0.2389 4.2410  0.035
O -0.7983 -1.8433 0.3265  -0.076
H -0.2652 -1.0516 0.1347  -0.016
H -1.6267 -1.7092 -0.1427  0.024
O 0.7312 0.5653 -0.2612  -0.052
H 0.5296 0.7158 -1.1977  0.008
H 0.6490 1.4266 0.1585  0.053

Calculated values
highest occupied orbital energy	-10.933	eV
energy relative to the best compared isomer or geometry (same formula, charge and spin)	18.7	kcal/mol
orbital gap	11.235	eV
E_tot	-305.7494	Eh
SMILES	O.O.O.O
LUMO energy	0.30	eV

***

[6]
Here is a cluster of 4 separate species, H8O4 in total from OMol25. Energies are from the ωB97M-V functional and the def2-TZVPD basis.

Last column: Löwdin charge in e.
Element x y z (Å)
O -0.7374 -1.8605 -0.8593  -0.071
H -0.6445 -2.2464 0.0182  0.032
H -0.5602 -0.9080 -0.7464  -0.018
O 1.7034 0.4207 0.2636  -0.049
H 2.5974 0.3506 -0.0877  0.058
H 1.1372 0.5538 -0.5097  0.015
O -0.8224 0.9467 -1.4563  -0.045
H -1.2586 0.6191 -2.2542  0.069
H -1.4688 1.5299 -1.0389  0.070
O -0.0317 0.3662 2.5762  -0.072
H -0.5468 -0.3526 2.1994  0.016
H 0.6323 0.5804 1.8952  -0.005

Calculated values
highest occupied orbital energy	-10.958	eV
energy relative to the best compared isomer or geometry (same formula, charge and spin)	15.7	kcal/mol
orbital gap	11.291	eV
E_tot	-305.7542	Eh
SMILES	O.O.O.O
LUMO energy	0.33	eV

***

[7]
Here is a cluster of 3 separate species, H8O4 in total from OMol25. Energies are from the ωB97M-V functional and the def2-TZVPD basis.

Last column: Löwdin charge in e.
Element x y z (Å)
H 1.0669 -1.7960 -0.1324  0.070
H 0.0644 -0.6559 -0.2035  0.039
H -1.0406 3.2216 -0.5612  0.032
H 0.1607 2.4662 -0.0170  0.028
H 3.0171 -0.6073 0.9331  0.061
H 2.9274 -0.9520 -0.5445  0.065
H -3.4990 -0.7483 0.5750  0.035
H -3.1334 -1.8306 -0.4275  0.034
O 0.9875 -0.8446 -0.0006  -0.136
O -0.3619 3.2640 0.1218  -0.060
O 2.5537 -0.3659 0.1232  -0.107
O -2.7428 -1.1512 0.1337  -0.061

Calculated values
highest occupied orbital energy	-7.485	eV
energy relative to the best compared isomer or geometry (same formula, charge and spin)	129.1	kcal/mol
orbital gap	8.070	eV
E_tot	-305.5735	Eh
LUMO energy	0.58	eV

***

[8]
Here is a structure of composition H8O4 from OMol25. Energies are from the ωB97M-V functional and the def2-TZVPD basis.

Last column: Löwdin charge in e.
Element x y z (Å)
O -6.1856 12.6135 -10.0647  -0.021
H -7.0596 12.7247 -9.6906  -0.106
H -5.5887 12.8099 -9.3426  0.092
O -8.2216 13.1421 -9.3673  -0.002
H -8.5744 12.5737 -10.0519  0.059
H -8.8468 13.0662 -8.6465  0.016
O -7.5932 12.3075 -11.4860  -0.078
H -7.8948 12.9248 -12.1525  0.055
H -6.9019 12.7769 -11.0193  -0.139
O -9.6817 12.4398 -7.3605  -0.013
H -10.5642 12.7539 -7.1638  0.068
H -9.2087 12.5185 -6.5321  0.069

Calculated values
highest occupied orbital energy	-10.073	eV
energy relative to the best compared isomer or geometry (same formula, charge and spin)	74.2	kcal/mol
orbital gap	10.380	eV
E_tot	-305.6610	Eh
LUMO energy	0.31	eV

***

[9]
Here is a cluster of 4 separate species, H8O4 in total from OMol25. Energies are from the ωB97M-V functional and the def2-TZVPD basis.

Last column: Löwdin charge in e.
Element x y z (Å)
O 0.2239 -1.1863 0.2776  -0.052
H -0.3077 -0.6512 -0.3117  0.021
H -0.0105 -0.8826 1.1546  0.012
O -1.4757 0.1259 2.1122  -0.033
H -1.2233 0.2638 3.0252  0.053
H -1.5889 1.0081 1.7586  0.039
O -0.3097 1.7881 -0.9170  -0.037
H -0.9457 2.3973 -0.5421  0.033
H -0.5363 1.7462 -1.8461  0.041
O 2.4080 -1.6476 -1.4373  -0.063
H 1.6251 -1.4419 -0.9264  -0.033
H 2.1409 -1.5198 -2.3476  0.020

Calculated values
highest occupied orbital energy	-10.439	eV
energy relative to the best compared isomer or geometry (same formula, charge and spin)	20.5	kcal/mol
orbital gap	10.563	eV
E_tot	-305.7465	Eh
SMILES	O.O.O.O
LUMO energy	0.12	eV

***

[10]
Here is a cluster of 4 separate species, H8O4 in total from OMol25. Energies are from the ωB97M-V functional and the def2-TZVPD basis.

Last column: Löwdin charge in e.
Element x y z (Å)
O -0.4615 2.6546 0.0702  -0.061
H -1.1753 2.2404 0.5675  0.031
H -0.4438 3.5557 0.4085  0.031
O 1.7409 0.6927 -3.6163  -0.067
H 1.9590 -0.2154 -3.8436  0.028
H 0.8858 0.6295 -3.1607  0.039
O -0.2238 1.3550 7.7252  -0.057
H 0.0649 2.1856 7.3508  0.027
H 0.4787 0.7465 7.9563  0.030
O -0.9085 -4.6164 -4.2523  -0.064
H -1.5616 -5.1063 -3.7355  0.035
H -1.2188 -4.6313 -5.1609  0.029

Calculated values
highest occupied orbital energy	-11.254	eV
energy relative to the best compared isomer or geometry (same formula, charge and spin)	28.9	kcal/mol
orbital gap	12.127	eV
E_tot	-305.7331	Eh
SMILES	O.O.O.O
LUMO energy	0.87	eV